Molecular formula: C23H21CsF6N6O4S2
Method: DFT, ωB97M-V/def2-TZVPD

Charge: -2

Geometry as XYZ:
```
63
Properties=species:S:1:pos:R:3:forces:R:3
Cs 2.2126 2.6462 0.1653 3.031 -2.053 -0.338
C 0.6795 -5.4089 -3.6335 0.122 0.154 0.132
C 0.5170 -4.3640 -2.5561 -0.077 -0.097 -0.206
C 0.2588 -4.7021 -1.2293 0.007 0.021 0.030
C 0.1279 -3.7365 -0.2600 -0.040 0.024 -0.071
C 0.2264 -2.3343 -0.5171 0.123 -0.162 0.102
N 0.1770 -1.4437 0.4909 0.159 0.430 -0.069
C -0.6578 -1.6418 1.5313 -0.183 -0.017 -0.134
C -1.9775 -2.1551 1.3573 0.032 0.020 0.015
C -2.8773 -2.2922 2.3891 0.059 0.007 0.037
C -2.5488 -1.9261 3.6954 -0.062 -0.084 0.127
C -3.5424 -2.0267 4.8265 0.075 0.134 -0.124
C -1.2687 -1.4394 3.9022 -0.002 0.031 -0.046
C -0.3448 -1.3006 2.8731 -0.196 0.017 -0.094
N 0.9727 -0.9080 3.2643 0.039 -0.426 0.118
C 1.8027 -1.7029 3.9778 0.084 0.014 -0.081
C 2.9140 -0.9577 4.2877 0.017 0.024 0.064
C 2.6525 0.2976 3.7139 -0.085 0.039 -0.051
N 1.4728 0.3197 3.1066 0.115 0.318 -0.110
C 0.4724 -2.0150 -1.8834 0.131 -0.202 0.009
C 0.6159 -3.0140 -2.8437 0.031 0.040 0.077
N 0.4743 -0.6822 -2.4229 -0.335 0.036 -0.007
C -0.4794 -0.2531 -3.2839 -0.008 0.143 0.006
C -0.0640 0.9492 -3.7968 -0.037 0.072 -0.075
C 1.1789 1.1731 -3.1812 -0.080 -0.224 0.039
N 1.5038 0.1765 -2.3660 0.169 0.037 0.220
H 0.2539 -6.3619 -3.3143 -0.020 -0.014 -0.045
H 1.7356 -5.5788 -3.8676 -0.027 -0.049 -0.035
H 0.1856 -5.0986 -4.5570 -0.009 -0.064 -0.020
H 0.1668 -5.7501 -0.9554 0.009 0.006 0.028
H -0.0554 -4.0350 0.7648 0.002 0.012 0.007
H -2.2709 -2.4330 0.3523 0.009 -0.008 -0.005
H -3.8665 -2.6939 2.1850 -0.005 0.033 -0.034
H -4.3423 -2.7276 4.5806 0.004 -0.023 0.039
H -4.0066 -1.0560 5.0297 -0.036 -0.039 0.042
H -3.0619 -2.3582 5.7498 -0.034 -0.025 0.010
H -0.9561 -1.1633 4.9051 0.039 0.030 -0.017
H 1.5466 -2.7280 4.1855 -0.056 0.015 -0.030
H 3.7845 -1.2672 4.8405 0.011 -0.021 -0.054
H 3.2789 1.1745 3.7118 0.019 0.031 -0.079
H 0.8010 -2.7009 -3.8670 0.004 0.041 0.007
H -1.3770 -0.8223 -3.4559 0.035 -0.058 0.069
H -0.5862 1.5807 -4.4948 -0.023 0.037 0.064
H 1.8451 2.0125 -3.3131 0.043 -0.037 0.057
F -2.2040 3.8581 1.7923 -0.086 0.061 -0.206
C -2.4035 4.4669 0.6099 0.265 -0.083 0.510
F -3.5501 4.0116 0.1225 0.109 0.147 -0.250
F -2.5131 5.7786 0.8612 -0.077 -0.156 -0.196
S -0.8973 4.0986 -0.4787 -0.754 0.711 -0.274
O 0.0832 3.7177 0.4974 -2.278 1.426 0.465
O -1.3131 3.1272 -1.4395 -0.137 -0.163 -0.030
N -0.4493 5.4899 -1.1055 -0.237 -0.182 0.225
S -1.2920 6.1505 -2.2714 0.041 0.048 -0.385
O -0.8811 7.5107 -2.4541 0.224 -0.034 0.158
O -2.6986 5.8700 -2.2535 -0.149 -0.183 0.138
C -0.6696 5.3147 -3.8396 0.176 0.232 0.011
F 0.5610 4.8204 -3.6549 -0.133 -0.030 -0.090
F -0.5950 6.2274 -4.8279 -0.033 -0.117 0.131
F -1.4681 4.3414 -4.2642 0.025 -0.051 0.143
C 5.4055 1.6563 0.6082 0.158 0.157 0.122
H 6.1869 2.2519 1.1167 -0.012 0.001 -0.009
H 5.8606 1.3042 -0.3345 -0.069 0.039 -0.034
H 5.2637 0.7529 1.2278 -0.088 0.018 -0.002
```
Forces are in eV/Å.

Molecular formula: C31H37ClIN4O5PbSi
Method: DFT, ωB97M-V/def2-TZVPD

Charge: -1

Geometry as XYZ:
```
81
Properties=species:S:1:pos:R:3:forces:R:3
Pb -0.3196 -0.4099 0.0336 0.093 0.006 0.027
Cl 6.3410 0.8668 2.9549 0.000 -0.003 0.000
C 4.6485 0.4842 2.7326 -0.011 -0.003 0.014
C 3.8223 0.4318 3.8181 0.016 0.010 -0.020
C 2.4606 0.1251 3.6747 -0.020 0.008 0.009
I 1.2410 0.0545 5.3624 0.006 0.003 -0.002
C 1.8654 -0.1674 2.4362 0.010 -0.010 -0.033
O 0.6556 -0.4968 2.2781 0.022 0.003 -0.043
C 2.7699 -0.0492 1.2913 -0.068 -0.007 0.026
N 2.2072 -0.2336 0.0760 -0.021 -0.008 -0.031
C 2.9457 -0.2110 -1.0064 0.029 -0.013 0.016
C 4.3305 0.0222 -0.9558 -0.008 0.008 0.012
C 4.9205 0.2623 0.2522 -0.006 -0.016 -0.010
C 4.1437 0.2372 1.4311 0.013 0.014 -0.003
H 4.2235 0.6284 4.8035 0.000 -0.001 0.002
H 2.4216 -0.3729 -1.9412 0.006 -0.005 -0.004
H 4.9040 0.0292 -1.8726 -0.003 0.000 -0.002
H 5.9799 0.4693 0.3231 0.000 0.002 0.003
C -0.5229 -1.7998 -5.1953 -0.006 0.016 0.005
Si -0.1776 -1.7933 -3.3277 0.045 0.037 -0.019
C 1.2963 -2.9471 -3.1454 -0.018 -0.012 0.016
C -1.7236 -2.5956 -2.6164 -0.012 -0.017 0.013
N 0.1088 -0.2987 -2.5379 -0.066 0.016 -0.039
C 0.4641 0.9143 -3.0587 0.054 -0.054 0.017
C 0.9672 1.9433 -2.2214 -0.019 0.014 -0.019
C 1.3907 3.1636 -2.7158 -0.015 -0.006 0.014
C 1.3245 3.4621 -4.0716 -0.016 0.013 -0.007
C 0.8041 2.4888 -4.9159 0.007 -0.005 -0.007
C 0.3857 1.2608 -4.4334 -0.005 0.000 0.022
H -0.7581 -2.8310 -5.4782 -0.003 -0.002 0.002
H 0.3385 -1.4845 -5.7881 -0.002 -0.009 0.000
H -1.3787 -1.1798 -5.4749 0.000 0.003 -0.002
H 1.0755 -3.9292 -3.5751 0.012 -0.001 -0.001
H 1.5590 -3.0804 -2.0956 -0.001 0.003 0.015
H 2.1623 -2.5399 -3.6768 -0.001 0.007 0.003
H -1.7834 -3.6412 -2.9353 -0.002 0.006 0.009
H -2.6140 -2.0894 -3.0036 0.004 0.003 -0.010
H -1.7884 -2.5832 -1.5279 0.006 -0.008 0.017
H 1.0327 1.7715 -1.1566 -0.001 0.009 0.030
H 1.7952 3.8944 -2.0220 -0.004 0.010 0.009
H 1.6679 4.4143 -4.4570 0.002 -0.002 0.001
H 0.7262 2.6847 -5.9808 -0.001 -0.002 0.000
H -0.0117 0.5428 -5.1328 -0.013 -0.014 -0.017
C -1.2967 5.7409 -2.4816 0.007 -0.007 -0.013
C -1.8793 4.4185 -2.0649 0.010 0.004 -0.015
C -2.1293 4.1363 -0.7310 0.002 -0.007 0.008
C -2.6584 2.9170 -0.3198 -0.006 -0.001 0.006
C -2.8634 2.6836 1.1501 0.014 -0.022 0.003
C -2.9529 1.9540 -1.2986 -0.017 0.017 -0.018
C -3.5941 0.6681 -0.9453 0.019 0.037 -0.023
O -4.1122 0.4082 0.1173 -0.009 -0.012 -0.004
C -2.6771 2.2127 -2.6567 -0.005 -0.001 -0.005
C -2.9301 1.1933 -3.7395 0.001 0.001 -0.007
C -2.1514 3.4417 -3.0161 0.011 0.014 0.020
H -1.1943 6.4153 -1.6302 0.004 -0.002 -0.002
H -1.9271 6.2293 -3.2272 -0.008 0.003 0.004
H -0.3143 5.5939 -2.9357 0.001 -0.004 0.009
H -1.9073 4.8837 0.0245 -0.007 0.007 0.003
H -2.4610 3.5244 1.7149 0.005 0.000 0.001
H -2.3497 1.7785 1.4775 -0.011 0.006 0.003
H -3.9160 2.5481 1.3935 -0.007 0.011 -0.005
H -3.6011 -0.0875 -1.7501 0.028 -0.032 0.023
H -2.3017 0.3122 -3.5913 -0.006 0.009 0.017
H -2.6778 1.6187 -4.7096 -0.003 0.003 -0.002
H -3.9721 0.8694 -3.7682 -0.001 0.003 -0.002
H -1.9188 3.6325 -4.0578 -0.001 -0.002 -0.001
N 1.0453 4.5728 0.7489 -0.010 -0.012 -0.032
C 1.1970 3.3182 1.3187 0.023 0.038 -0.037
N 2.2459 3.2036 2.1889 -0.048 -0.010 0.000
O 0.4440 2.4005 1.0493 0.017 -0.051 0.081
H 1.8867 5.1086 0.6069 -0.003 0.003 0.003
H 0.4303 4.5439 -0.0525 0.004 -0.001 -0.006
H 2.6058 4.0315 2.6300 0.007 0.000 -0.004
H 2.2681 2.3535 2.7365 0.007 -0.012 0.003
C -0.2091 -4.6127 1.0734 0.019 0.009 0.034
C -0.4642 -3.1812 0.6616 -0.060 -0.052 -0.190
O -1.5363 -2.6197 0.9385 0.037 0.003 0.053
O 0.4685 -2.6056 -0.0002 -0.032 0.075 0.064
H -1.0917 -5.0400 1.5418 0.002 0.003 0.004
H 0.6272 -4.6287 1.7726 0.008 -0.021 0.012
H 0.0791 -5.1971 0.1990 0.001 0.014 0.004
```
Forces are in eV/Å.

Molecular formula: C24H22N3
Method: DFT, ωB97M-V/def2-TZVPD

Charge: +1

Geometry as XYZ:
```
49
Properties=species:S:1:pos:R:3:forces:R:3
C -5.8414 0.0991 2.6193 0.168 0.045 -0.380
N -4.7700 0.4089 3.5596 -0.512 0.496 0.302
C -5.1811 0.2653 4.9599 0.665 -0.286 -0.091
C -3.4424 0.1720 3.2282 0.396 -0.204 -0.060
C -2.8064 0.9448 2.2138 -0.057 -0.306 0.612
C -1.4369 0.8741 2.0624 -0.709 0.110 0.194
C -0.6839 -0.0509 2.7935 0.315 -0.414 0.115
C 0.7698 -0.0105 2.6426 -0.789 -0.233 -0.120
C 1.6452 -1.1578 2.8960 1.300 0.025 0.123
C 2.9694 -0.6709 3.1844 -1.097 -1.208 -0.230
C 3.9891 -1.5684 3.4671 -0.242 0.322 0.240
C 3.6958 -2.9475 3.5075 -0.750 0.391 -0.612
C 2.4232 -3.4153 3.1039 0.529 -0.019 0.338
C 1.3820 -2.5232 2.8040 0.043 0.211 0.089
C 2.9153 0.7962 3.1908 -0.979 0.995 -0.012
C 1.5665 1.2049 2.8862 1.417 0.222 -0.178
C 1.2191 2.5579 2.9230 0.244 -0.384 0.280
C 2.1737 3.4666 3.4193 0.362 0.104 -0.173
C 3.4981 3.0734 3.6945 -0.704 -0.113 -0.293
C 3.8792 1.7308 3.5310 -0.199 -0.291 0.038
C -1.3261 -0.9449 3.6901 0.492 0.830 -0.497
C -2.6779 -0.7834 3.9417 -0.091 0.301 -0.095
H -5.5313 0.2859 1.5771 -0.084 -0.037 0.484
H -6.1366 -0.9572 2.7073 0.017 0.062 -0.094
H -6.7230 0.7099 2.8450 0.240 -0.048 -0.102
H -4.5017 0.8436 5.6130 -0.284 -0.310 -0.315
H -6.1946 0.6596 5.0844 0.228 -0.129 -0.108
H -5.1541 -0.7941 5.2686 -0.264 0.274 0.150
H -3.3823 1.6796 1.6625 -0.025 -0.104 0.042
H -0.9397 1.5497 1.3707 -0.237 -0.223 0.338
H 4.9766 -1.1624 3.7019 -0.229 -0.432 0.016
H 4.4623 -3.6460 3.8335 -0.150 0.055 -0.232
H 2.2511 -4.4944 3.0402 0.020 0.446 0.140
H 0.3809 -2.8744 2.5111 0.597 0.080 0.138
H 0.2345 2.8957 2.5832 0.397 -0.052 0.466
H 1.8852 4.5126 3.5752 0.165 -0.453 -0.204
H 4.2313 3.8122 4.0264 -0.307 -0.250 -0.097
H 4.8984 1.3886 3.7063 -0.174 0.278 0.096
H -0.7300 -1.6822 4.2258 -0.235 0.206 -0.028
H -3.1489 -1.3867 4.7151 0.066 0.117 -0.252
N 0.8242 -0.1264 0.4510 0.725 -1.321 -0.432
C 1.4219 -1.1756 -0.1220 -0.446 0.991 -0.304
N 1.2981 -1.1200 -1.4699 -0.457 0.707 0.179
C 0.5608 0.0253 -1.7834 0.242 -0.312 0.894
C 0.2785 0.6093 -0.5715 0.369 -0.479 -0.608
H 1.9358 -1.9795 0.3698 0.093 0.007 0.179
H 1.6844 -1.7980 -2.1184 -0.193 0.285 0.190
H 0.2949 0.3300 -2.7843 0.133 -0.192 0.104
H -0.2936 1.4901 -0.3727 -0.009 0.242 -0.233
```
Forces are in eV/Å.

Taking the records one at a time from the top gives E_LUMO values of 3.9 2.3 -4.5 eV.
Taking the records one at a time from the top gives HOMO energy values of -0.28 -4.41 -10.56 eV.
Taking the records one at a time from the top gives M values of 756.49 943.30 352.46 u.